The following is a DFT calculation (ωB97M-V with the def2-TZVPD basis set) of C28H57N4O8PTm as an isolated structure at a distorted geometry.

## Properties
**Highest occupied orbital energy (alpha / beta)**: -11.822 / -11.829 eV
**Maximum force**: 2.33 eV Å⁻¹
**Electronic energy**: -3348.6836 hartree
**2S+1**: 3
**HOMO-LUMO gap (alpha / beta)**: 0.3660 / 0.3662 hartree
**Expectation value of S²**: 2.002
**Charge**: +1

```
99
Properties=species:S:1:pos:R:3:forces:R:3:mulliken_charge:R:1
Tm -0.26420 -0.93585 -1.40895 1.7 0.7 0.9 1.13
C -0.78011 3.04042 3.35078 1.3 -0.8 -0.2 -1.33
C -1.29140 3.55116 2.01522 -0.3 0.1 -0.5 0.08
C -2.83478 3.82250 2.17564 0.2 0.5 0.0 -1.62
C -3.86266 2.66557 2.33844 -0.6 0.0 0.3 1.62
C -5.24526 3.19969 1.86543 -0.2 -1.4 0.0 -1.73
C -4.08873 2.12705 3.76369 0.4 -1.0 -0.7 -1.71
N -3.40920 1.55618 1.40896 1.4 0.2 -1.2 1.79
C -3.99047 0.20942 1.48344 -1.9 -0.2 1.3 -1.36
C -3.23209 -0.86093 2.26015 -0.2 -0.3 0.5 -0.22
N -2.41738 -1.67623 1.38524 -0.9 -0.7 -0.6 0.80
C -3.31834 -2.50536 0.48532 1.6 0.8 -0.2 -0.52
C -2.53001 -3.10624 -0.70537 -0.2 -1.9 -0.6 0.39
O -2.62927 -4.26975 -1.08054 -0.4 1.5 1.2 -0.68
O -1.74236 -2.27088 -1.32207 -0.6 0.0 0.4 -0.54
C -1.47753 -2.56013 2.11400 0.4 -0.3 -1.1 0.29
C -2.07269 -3.63079 3.03383 -0.5 -0.2 0.5 -1.85
C -0.38949 -1.77808 2.87078 -0.4 -0.7 0.6 -2.21
C 0.81031 -1.19157 2.09546 0.3 -1.1 1.3 2.16
C 1.56857 -2.34095 1.41246 -0.8 -0.6 -1.1 -1.48
C 1.76619 -0.67205 3.16061 0.4 -0.2 0.5 -2.56
N 0.35977 -0.14996 1.13037 -0.9 1.5 0.0 2.64
C 1.17345 1.10722 1.20095 0.7 0.0 0.3 -0.52
C 0.49612 2.39844 0.68976 0.6 -0.8 -0.6 -2.25
N -0.95981 2.59376 0.87845 -0.1 0.7 0.0 0.87
C -1.48245 3.09706 -0.45650 -0.3 0.4 1.3 -1.04
C -1.95402 1.88075 -1.20857 -0.2 -1.9 -1.3 0.54
O -3.16640 1.61977 -1.40366 2.1 0.7 0.8 -0.79
O -0.96038 1.07045 -1.53621 -1.6 1.1 0.2 -0.32
H -1.28105 3.57452 4.15214 0.2 0.0 0.2 0.48
H 0.33840 3.12080 3.46917 -1.1 0.1 -0.1 0.35
H -1.00604 1.96718 3.44617 -0.1 0.2 0.1 0.07
H -0.79075 4.52763 1.80266 -0.5 -0.4 0.1 0.51
H -3.21977 4.40641 1.33465 0.3 0.0 0.0 0.52
H -2.92394 4.50544 3.05135 0.0 -0.5 -0.5 0.56
H -5.48318 4.11971 2.39969 0.0 -0.1 -0.1 0.43
H -6.05693 2.44330 2.03811 0.7 0.7 0.1 0.38
H -5.26736 3.35639 0.79431 0.2 0.4 -0.3 0.44
H -4.30817 2.95288 4.40484 0.4 0.6 0.6 0.48
H -3.24666 1.49080 4.10395 -0.5 0.6 0.2 0.29
H -5.01534 1.53541 3.81525 0.4 -0.1 -0.2 0.49
H -3.54726 1.87472 0.40228 -0.1 -0.2 0.9 0.72
H -2.33234 1.45620 1.39784 -1.1 0.6 0.3 -2.08
H -4.22440 -0.04946 0.45734 0.0 -0.3 0.1 0.60
H -4.92875 0.27525 2.06461 0.1 0.4 -0.8 0.07
H -4.01045 -1.46387 2.84322 0.9 0.6 -0.6 0.70
H -2.55554 -0.39747 3.00420 -0.6 -0.1 -0.2 -0.12
H -4.07054 -1.84630 0.05216 0.0 -0.2 0.0 0.48
H -3.77859 -3.30256 1.03215 -0.4 -0.4 0.2 0.28
H -1.00981 -3.08680 1.26998 0.2 -0.1 0.4 0.36
H -2.39316 -3.15917 3.98330 -0.1 -0.3 -0.4 0.40
H -1.29615 -4.35944 3.30620 -0.1 0.3 -0.1 0.48
H -2.90313 -4.24309 2.61386 0.5 0.7 0.2 0.27
H -0.04833 -2.52759 3.64558 0.2 1.0 -0.8 0.71
H -0.84316 -0.96972 3.47078 0.1 -0.2 -0.1 0.18
H 1.59768 -3.28148 2.03049 0.0 1.1 -0.5 0.30
H 2.56446 -2.09849 1.01436 -0.3 0.1 0.5 0.54
H 0.98758 -2.53590 0.48759 0.4 -0.6 0.4 0.19
H 2.07622 -1.53638 3.79208 0.0 0.7 -0.5 0.50
H 1.34643 0.08792 3.83310 0.0 -0.1 -0.1 0.36
H 2.62483 -0.24365 2.63686 0.2 -0.3 0.5 0.58
H -0.58292 0.20085 1.40963 0.8 -0.8 -0.1 -1.55
H 2.08458 0.97025 0.58905 -0.4 0.0 0.2 0.03
H 1.55725 1.29453 2.23322 -0.7 -0.1 -0.8 0.65
H 0.72436 2.44284 -0.39251 -0.3 0.0 0.7 0.79
H 1.06449 3.19254 1.16376 0.0 0.5 0.0 0.25
H -0.67368 3.64109 -0.92561 0.0 0.0 -0.5 0.68
H -2.29123 3.81540 -0.32262 -0.1 -0.3 0.0 0.49
C 4.55458 -3.76344 -1.96083 0.0 -0.4 0.5 -1.48
C 4.71016 -2.67060 -2.98213 0.3 0.4 0.5 1.51
C 5.06917 -3.19515 -4.35346 0.5 -0.2 0.1 -1.57
C 5.69178 -1.61793 -2.45354 0.0 0.2 -0.4 -1.25
O 3.36544 -2.08181 -3.17258 0.0 -0.3 -0.2 0.22
P 2.30236 -1.13194 -2.60331 -0.9 0.7 1.5 -0.19
O 0.90032 -1.48709 -3.15787 0.8 0.1 -0.1 -0.83
O 2.10967 -1.06819 -1.05411 0.1 0.1 -2.3 -0.22
O 2.66891 0.34483 -3.05771 0.2 -0.8 -0.2 0.13
C 2.53925 0.90077 -4.42419 1.0 -0.3 -0.4 1.70
C 1.10062 1.29631 -4.55570 -1.3 1.2 0.3 -1.37
C 2.94897 -0.05692 -5.57914 0.2 -0.1 0.5 -1.35
C 3.52215 2.05727 -4.33137 0.2 0.7 -0.1 -1.59
H 5.51035 -4.29287 -1.79526 -0.4 0.4 0.0 0.45
H 3.82068 -4.50021 -2.28559 0.0 0.0 0.0 0.38
H 4.20839 -3.32083 -1.01741 0.1 -0.2 -0.1 0.18
H 5.92107 -3.89915 -4.29562 -0.5 0.2 0.2 0.43
H 5.44920 -2.35534 -4.95021 -0.6 -0.3 -0.3 0.38
H 4.17932 -3.71893 -4.73942 0.6 0.4 -0.3 0.34
H 6.71200 -2.05978 -2.46441 -0.6 0.4 0.1 0.44
H 5.41627 -1.35609 -1.42344 0.2 0.0 -0.2 0.28
H 5.68413 -0.69016 -3.07204 0.0 -0.7 0.4 0.19
H 0.40822 0.44828 -4.59291 0.4 0.0 -0.1 0.28
H 0.85820 1.96651 -5.39674 0.5 -0.4 0.0 0.45
H 0.80305 1.89341 -3.67371 0.2 -0.3 -0.2 0.10
H 2.18263 -0.84750 -5.69665 0.4 0.4 -0.2 0.29
H 3.92261 -0.53870 -5.39559 -0.4 0.2 0.2 0.15
H 3.10661 0.53968 -6.50181 -0.5 -0.4 0.5 0.50
H 3.24441 2.72346 -3.48832 0.1 -0.3 -0.6 0.28
H 3.58246 2.62845 -5.26793 -0.3 0.0 0.2 0.42
H 4.55400 1.71229 -4.15923 -0.4 -0.2 0.1 0.34
```
Forces are in eV/Å.